{"formula": "C16H26ClF2N2O10P4S2", "method": "the ωB97M-V functional and the def2-TZVPD basis", "spin_multiplicity": 1, "charge": -1, "total_energy_ha": -4309.0045, "symbols": ["O", "P", "P", "C", "O", "N", "C", "O", "F", "S", "O", "O", "F", "O", "C", "P", "O", "Cl", "C", "C", "C", "O", "C", "C", "C", "C", "C", "C", "P", "S", "O", "H", "H", "H", "H", "H", "H", "H", "H", "H", "H", "H", "H", "H", "H", "H", "C", "C", "C", "O", "C", "N", "H", "H", "H", "H", "H", "H", "H", "H", "H", "H", "H"], "xyz": [[-0.0654, -1.9359, 1.2332], [-1.1200, -1.3543, 0.3466], [-0.3961, 0.6066, -0.4284], [-1.1978, 1.4766, 1.1386], [-2.3853, 1.4930, 1.3383], [-0.3173, 2.1631, 2.1209], [-0.3987, 3.5656, 2.0705], [0.4317, 4.2546, 2.6108], [-1.3894, 4.1315, 1.3742], [-2.2730, 1.0333, -1.6341], [-3.3480, 0.1443, -1.2882], [-2.6048, 2.4246, -1.5557], [-1.9691, 0.7709, -3.2213], [0.3581, -0.1467, -1.7680], [1.5164, 0.6748, -1.9862], [2.4594, -0.3189, -3.2845], [1.2618, -0.5969, -4.3801], [3.7749, 0.9532, -4.2760], [2.1335, 0.8895, -0.5520], [2.6616, 2.2895, -0.1393], [3.2491, 3.1819, -1.2446], [4.4358, 3.4454, -1.2277], [2.4047, 3.8019, -2.3398], [1.0765, 4.0608, -2.1220], [0.3155, 4.5939, -3.1371], [0.9193, 4.8358, -4.3433], [2.2476, 4.5819, -4.5541], [3.0147, 4.0578, -3.5466], [3.2631, -0.5624, -0.2374], [5.0963, -0.2424, -0.8290], [1.0918, 0.6257, 0.4228], [-1.3878, -2.1855, -0.7693], [-2.3367, -1.1665, 1.0251], [-0.0610, 1.9445, -0.8057], [-0.5552, 1.8715, 3.0638], [1.0980, 1.5412, -2.5182], [0.7854, 0.2308, -4.5552], [1.8959, 2.8380, 0.4125], [3.4824, 2.1252, 0.5662], [0.5948, 3.8445, -1.1765], [-0.7363, 4.7730, -2.9498], [0.3164, 5.2436, -5.1499], [2.7229, 4.7522, -5.5141], [4.0624, 3.8149, -3.6549], [2.6604, -1.7023, -0.8098], [3.2205, -0.7288, 1.1630], [-2.4425, -3.4886, 4.2683], [-3.2591, -4.1873, 3.1853], [-3.1651, -5.7207, 3.2167], [-1.9475, -6.2593, 2.7379], [-0.8603, -6.1790, 3.6404], [-2.8685, -3.6427, 1.8838], [-1.3823, -3.4349, 4.0257], [-2.7858, -2.4608, 4.3929], [-2.5521, -3.9908, 5.2333], [-4.3093, -3.9301, 3.3583], [-3.9345, -6.1165, 2.5480], [-3.3893, -6.1138, 4.2186], [-1.1777, -6.3332, 4.6761], [-0.3396, -5.2252, 3.5386], [-0.1504, -6.9629, 3.3739], [-3.4866, -4.0156, 1.1671], [-1.9582, -4.0338, 1.6473]], "forces_ev_per_angstrom": [[0.0, -0.1, 0.1], [0.4, -0.8, 0.2], [1.5, 1.2, 1.4], [-1.3, -0.2, 0.2], [0.4, -0.3, 0.1], [-1.2, 0.9, -1.1], [2.2, 0.4, 1.3], [-1.2, -0.3, -0.5], [0.2, -0.6, -0.2], [-1.7, 0.2, 0.3], [0.2, -0.8, -0.4], [0.5, 0.6, -0.4], [0.1, 0.0, 0.5], [0.5, 0.3, 0.5], [-0.9, 0.2, -1.1], [0.3, -1.9, 0.2], [0.6, 1.2, 0.5], [-0.6, 0.3, 0.2], [-1.1, -0.2, 0.7], [1.0, -0.2, -0.7], [0.8, 0.3, 0.0], [-0.4, -0.2, 0.0], [0.7, -1.0, 1.5], [-0.7, 0.1, 0.3], [-0.5, -0.1, 0.5], [-1.1, 0.7, -1.0], [1.0, -0.1, -0.7], [0.2, 0.0, 0.2], [1.3, 0.7, 0.3], [-0.1, -0.1, -0.2], [-0.1, -0.9, -1.3], [-0.3, 0.2, 0.0], [0.0, 0.1, -0.4], [-0.4, -0.2, -0.7], [0.3, -0.2, 0.0], [0.7, 0.5, 0.5], [-0.3, -0.2, -0.2], [-0.2, -0.3, -0.2], [0.0, 0.2, -0.1], [0.2, 0.0, 0.0], [0.0, 0.1, -0.2], [0.1, 0.0, 0.0], [-0.2, 0.1, 0.0], [0.0, 0.1, -0.1], [-0.3, 0.3, 0.3], [-0.5, -0.1, -0.3], [-0.1, 0.1, 0.3], [0.4, 0.0, 0.0], [-0.2, 0.0, -0.1], [-0.1, 0.0, 0.2], [0.2, 0.0, -0.3], [-0.2, -0.4, -0.2], [0.0, 0.0, -0.1], [0.0, 0.0, -0.1], [0.0, 0.0, 0.0], [0.0, -0.1, -0.1], [0.1, 0.0, -0.1], [0.1, 0.1, 0.1], [0.0, 0.1, 0.0], [0.0, 0.0, 0.2], [-0.1, -0.1, 0.0], [-0.1, 0.1, 0.0], [0.1, 0.2, 0.1]], "mulliken_charge": [-0.7140, 0.6507, 1.5792, -0.1043, -0.5245, -0.0273, 0.5173, -0.5623, -0.2105, 1.2447, -0.6794, -0.6437, -0.3024, -0.8123, -1.0234, 0.1998, -0.4448, -0.2304, 1.2298, -0.0687, 0.1215, -0.6097, 0.4277, 0.3178, -0.7064, -0.3997, -0.6628, -0.6659, 0.0966, -0.3840, -0.6786, 0.0753, 0.1453, -0.7455, 0.3817, 0.3003, 0.3213, -0.1824, 0.4334, 0.1488, 0.4792, 0.3658, 0.3830, 0.6347, 0.1780, 0.1158, -1.3671, 0.1250, -0.6812, -0.3691, -0.5846, -0.3985, 0.2407, 0.3379, 0.3717, 0.3496, 0.3449, 0.4023, 0.2897, 0.1805, 0.2587, 0.2229, 0.3116]}